No. 1
A 2-piece molecular cluster, C2H2IN overall at a distorted geometry. Source: OMol25; level of theory: ωB97M-V/def2-TZVPD.

The geometry in XYZ format:
```
6
Properties=species:S:1:pos:R:3:forces:R:3
C -0.84409 -1.01220 0.10024 0.000 1.530 0.886
C -0.61765 0.32528 -0.14406 1.872 -2.582 -6.068
N -1.12082 -2.06394 0.46214 -0.298 -1.732 0.151
I 3.54292 1.21562 0.32923 -0.841 -0.217 -0.092
H -0.58982 1.05296 0.53822 -0.118 2.657 2.565
H -0.37054 0.48228 -1.28577 -0.615 0.344 2.558
```
Forces are in eV/Å.

Output
* DFT total energy: -429.6814 hartree
* Kohn-Sham gap (spin up / spin down): 0.1352 / 0.1350 hartree
* HOMO energy (spin up / spin down): -0.3091 / -0.3088 Ha
* molar mass: 166.9 g/mol
* spin multiplicity: 1
* total charge: 0

Results of the natural (NBO) charge analysis, in e, for atoms 1 through 4: atom 1 (C): 0.150, atom 2 (C): -0.231, atom 3 (N): -0.166, atom 4 (I): -0.236

=====

No. 2
C2H7O2Si2 as an isolated structure at a distorted geometry. Source: OMol25; level of theory: ωB97M-V/def2-TZVPD.

The geometry in XYZ format:
```
13
Properties=species:S:1:pos:R:3:forces:R:3
C 0.42026 1.50084 0.04754 1.260 -0.292 0.234
C -0.38274 0.20507 0.06817 -2.060 0.919 -1.517
O 1.25362 1.40671 -0.96189 -0.587 0.225 0.337
O 0.37830 2.38551 0.90414 -0.139 -0.228 -0.516
Si 0.30703 -0.27759 -1.71317 -2.341 -0.015 2.765
Si -0.30923 -0.69306 1.67066 -0.101 -1.095 0.047
H -1.44377 0.46489 -0.25532 0.809 -0.215 0.805
H -0.66174 -1.47749 -2.09456 0.352 0.441 -0.027
H 1.38506 -1.07760 -1.40077 2.387 -1.059 -0.361
H -0.16827 0.66770 -2.65870 -0.095 0.581 -1.355
H -0.68103 -2.18133 1.38560 0.466 0.876 0.314
H 1.11741 -0.51268 2.11776 -0.413 -0.353 0.117
H -1.21492 -0.41098 2.89054 0.461 0.215 -0.843
```
Forces are in eV/Å.

Output
* DFT total energy: -809.8871 hartree
* Kohn-Sham gap: 0.3112 hartree
* HOMO energy: -0.1708 Ha
* molar mass: 119.2 g/mol
* spin multiplicity: 1
* total charge: -1

Results of the natural (NBO) charge analysis, in e, for atoms 1 through 4: atom 1 (C): 0.779, atom 2 (C): -1.223, atom 3 (O): -0.800, atom 4 (O): -0.704

=====

The lowest total charge belongs to which entry? C2H7O2Si2